No. 1
C39H35AsBrCaCl2N2O7PS2 as an isolated structure. Source: the OMol25 dataset; level of theory: ωB97M-V with the def2-TZVPD basis set.

Geometry as XYZ:
```
91
Properties=species:S:1:pos:R:3:forces:R:3
Ca -0.1998 -1.0188 0.0052 -0.57 -0.15 0.13
Cl 0.6605 -3.1800 -2.2743 0.02 -0.04 -0.01
C 1.9396 -4.2102 -1.6518 -0.43 0.41 -0.12
C 1.5870 -5.5112 -1.3767 0.25 -0.17 0.09
C 2.5365 -6.3715 -0.8348 -0.04 0.04 -0.02
C 3.8062 -5.8739 -0.5788 -0.14 -0.12 -0.01
C 4.1086 -4.5617 -0.8806 0.44 0.07 0.14
Cl 5.7483 -4.0487 -0.4995 -0.09 -0.04 -0.04
C 3.2151 -3.6335 -1.4521 0.08 0.22 -0.07
S 3.6187 -2.0073 -1.8431 -0.03 -0.21 -0.04
H 0.5720 -5.8300 -1.5597 -0.06 -0.02 0.01
H 2.2809 -7.3960 -0.5990 0.02 -0.02 0.00
H 4.5771 -6.4940 -0.1430 0.00 -0.06 0.02
S -4.4830 0.0617 0.6366 -0.04 0.06 0.00
C -4.6564 1.6511 -0.0488 -0.19 -0.33 0.09
C -5.9250 2.1783 -0.3720 -0.10 -0.20 0.08
C -6.0868 3.4573 -0.8486 0.13 0.25 -0.09
C -4.9788 4.2898 -1.0401 -0.09 -0.06 0.00
C -3.7196 3.7862 -0.7588 0.07 0.22 -0.03
C -3.5571 2.4869 -0.2839 0.27 0.26 -0.03
As -1.8035 1.7718 0.0928 0.49 -0.08 -0.08
C -1.3646 2.6342 1.7909 -0.07 -0.07 -0.24
C -0.1034 2.3816 2.3208 -0.01 0.01 0.04
C 0.2823 2.9666 3.5160 0.10 -0.04 -0.01
C -0.5941 3.7984 4.1952 0.01 0.02 0.04
C -1.8581 4.0366 3.6772 -0.05 0.04 0.04
C -2.2451 3.4577 2.4770 -0.07 0.01 0.05
C -0.7603 2.9481 -1.1137 -0.36 -0.06 0.24
C -1.0430 2.8555 -2.4731 -0.06 -0.06 -0.13
C -0.3459 3.6179 -3.3943 0.00 0.00 -0.07
C 0.6582 4.4791 -2.9706 0.00 0.00 -0.09
C 0.9484 4.5698 -1.6212 0.06 0.03 0.06
C 0.2401 3.8105 -0.6967 0.12 0.09 0.07
H -6.7850 1.5384 -0.2172 -0.01 0.00 0.00
H -7.0851 3.8173 -1.0738 -0.01 0.04 -0.01
H -5.0932 5.3029 -1.4060 -0.03 0.00 0.00
H -2.8449 4.4220 -0.9078 -0.20 -0.17 0.03
H 0.5819 1.7244 1.7957 0.02 -0.02 -0.02
H 1.2649 2.7510 3.9184 -0.01 0.01 0.04
H -0.2985 4.2473 5.1353 0.00 0.01 0.03
H -2.5535 4.6726 4.2120 0.00 0.01 0.02
H -3.2399 3.6373 2.0845 0.05 -0.01 -0.03
H -1.8125 2.1724 -2.8234 0.05 0.04 0.07
H -0.5744 3.5221 -4.4491 0.02 0.02 -0.02
H 1.2216 5.0571 -3.6924 0.01 0.02 -0.02
H 1.7377 5.2278 -1.2774 0.02 0.01 -0.01
H 0.4861 3.8968 0.3555 -0.04 -0.01 -0.04
C -3.1076 -2.6352 2.6951 -0.01 0.24 0.01
O -2.7967 -3.6965 1.7791 -0.26 -0.27 0.09
P -1.9833 -3.4151 0.4280 0.42 0.02 -0.20
O -2.9600 -3.8362 -0.7801 -0.13 -0.11 0.13
C -3.5348 -2.7792 -1.5538 -0.09 0.13 -0.05
O -1.1177 -4.7778 0.3810 -0.21 -0.11 -0.18
C -0.1882 -5.0371 1.4267 0.15 -0.04 0.05
H -3.9186 -2.0183 2.3037 0.07 -0.02 0.08
H -2.2294 -2.0131 2.8863 -0.11 0.01 0.02
H -3.4213 -3.1234 3.6167 0.02 0.07 0.00
H -3.1126 -2.8194 -2.5598 -0.04 0.04 0.03
H -3.3648 -1.7940 -1.1021 -0.03 -0.11 -0.10
H -4.6148 -2.9303 -1.5876 0.08 0.01 -0.04
H -0.1645 -6.1188 1.5678 0.04 0.04 0.01
H -0.5018 -4.5641 2.3592 0.04 0.00 0.03
H 0.7959 -4.6729 1.1322 -0.01 -0.02 0.10
C 3.8822 -1.9643 1.8885 0.08 -0.05 -0.01
N 2.6630 -1.5588 2.5698 0.07 0.05 0.17
C 2.6992 -0.9479 3.7902 0.06 -0.03 -0.07
C 1.5815 -0.5254 4.3887 -0.12 0.11 0.16
C 0.2849 -0.6869 3.7157 -0.24 0.02 0.01
O -0.7630 -0.3289 4.2423 0.04 0.03 0.10
N 0.2946 -1.2697 2.4663 0.54 0.03 0.09
C 1.4461 -1.7487 1.9558 -0.25 -0.07 0.04
O 1.4300 -2.3518 0.8603 0.07 -0.24 -0.18
H 4.6506 -1.2179 2.0899 0.06 -0.05 -0.02
H 3.7011 -2.0053 0.8148 0.04 0.03 0.01
H 4.2162 -2.9441 2.2358 0.04 -0.01 -0.04
H 3.6872 -0.8372 4.2231 -0.05 0.00 -0.01
H 1.6095 -0.0487 5.3572 -0.05 0.01 0.00
Br 4.9142 3.2168 -5.6288 0.03 0.02 -0.02
C 3.7571 2.3496 -4.3837 0.02 0.02 -0.04
C 2.6589 1.6596 -4.8636 0.04 0.04 -0.12
C 1.8131 1.0463 -3.9570 0.04 0.01 0.08
C 2.0697 1.1271 -2.5971 0.15 0.11 0.04
C 3.1901 1.8101 -2.1381 -0.19 -0.11 -0.15
C 4.0441 2.4308 -3.0341 0.08 0.05 0.04
C 1.1285 0.4991 -1.6167 0.26 0.34 -0.10
O 0.0863 -0.0503 -2.0512 -0.20 -0.21 -0.37
O 1.4037 0.5789 -0.3900 0.10 0.12 0.26
H 2.4733 1.6049 -5.9280 0.00 0.00 0.01
H 0.9457 0.4960 -4.2885 -0.07 -0.04 0.00
H 3.3730 1.8405 -1.0756 0.02 0.00 0.10
H 4.9193 2.9658 -2.6895 -0.01 0.00 -0.02
```
Positions in Å, forces in eV/Å.

Results
- Maximum force: 0.61 eV/A
- Highest occupied orbital energy: -1.99 eV
- Total charge: -2
- Relative energy (zero: lowest compared OMol25 entry of this formula, charge and spin): 97.3 kJ/mol
- Multiplicity: 1

***

No. 2
A 2-piece molecular cluster, C39H35BF6N2 overall. Source: the OMol25 dataset; level of theory: ωB97M-V with the def2-TZVPD basis set.

Geometry as XYZ:
```
83
Properties=species:S:1:pos:R:3:forces:R:3
F 2.6710 2.3523 -2.8101 -2.56 0.55 -0.67
C 1.2930 2.2784 -3.1431 0.37 0.10 0.86
C 0.9221 2.1664 -4.4801 0.00 -0.38 -0.17
C -0.3852 1.7484 -4.8150 -0.32 0.71 1.46
C -1.2750 1.4189 -3.7737 0.76 -0.25 -0.40
C -0.8169 1.5269 -2.4740 -0.86 -0.61 0.35
F -1.5397 0.8022 -1.4965 0.89 1.95 -1.75
C 0.3194 2.2357 -2.0917 1.06 -1.72 0.59
B 0.4579 2.6944 -0.5563 0.24 2.35 -1.76
C 1.8667 3.4649 -0.1713 -0.62 -0.19 -0.05
C 2.9513 2.8884 0.4944 0.06 0.35 -0.11
F 2.9605 1.5211 0.7326 0.04 1.80 -0.19
C 4.0496 3.6384 0.9148 -0.13 0.51 -0.39
C 4.1239 5.0181 0.5982 -0.63 -1.23 -0.27
C 3.0988 5.6180 -0.1541 -0.04 -0.38 0.50
C 2.0021 4.8464 -0.5068 -0.34 -0.92 -0.26
F 1.0186 5.4261 -1.3084 1.03 -0.66 1.09
C -0.8273 3.5653 0.0484 -0.24 -0.95 -0.16
C -0.9373 3.6409 1.4477 0.38 0.63 -0.05
F -0.0332 2.9030 2.2222 -1.21 0.95 -1.05
C -1.8704 4.4363 2.1112 0.16 0.16 -0.26
C -2.7101 5.2850 1.3622 0.96 -0.68 -0.37
C -2.6866 5.1991 -0.0456 -0.01 -0.20 0.34
C -1.8549 4.2722 -0.6679 0.37 -1.02 -0.24
F -2.1199 3.9847 -2.0307 0.90 0.84 2.27
H 1.6488 2.3586 -5.2643 0.00 -0.14 0.21
H -0.7552 1.7346 -5.8352 0.35 -0.11 0.07
H -2.2785 1.0478 -3.9162 0.04 -0.18 -0.26
H 4.8361 3.1228 1.4520 0.05 0.16 -0.03
H 5.0080 5.5791 0.8795 -0.19 0.00 0.05
H 3.1073 6.6733 -0.3971 0.10 -0.11 -0.13
H -1.8733 4.4107 3.1950 -0.09 0.14 -0.09
H -3.3378 6.0178 1.8732 0.09 -0.37 -0.25
H -3.3303 5.8272 -0.6538 0.00 -0.22 0.06
C 1.2823 -1.6475 -0.8385 0.37 0.11 0.94
C 2.0248 -2.8126 -1.0573 0.57 -0.06 -0.17
C 3.0795 -3.1603 -0.1659 0.11 0.11 0.46
N 3.9004 -4.2465 -0.4291 0.27 -0.44 -0.35
C 4.9130 -4.7339 0.5010 0.02 -0.13 0.08
C 5.7371 -5.8061 -0.2470 -0.13 -0.22 -0.05
C 5.3041 -5.7302 -1.7310 0.09 0.28 -0.11
C 4.0673 -4.8198 -1.7760 -0.49 0.42 0.07
C 3.3129 -2.3635 1.0021 0.28 -0.49 -0.49
C 2.5695 -1.2102 1.2035 -0.73 0.44 0.21
C 1.4926 -0.8710 0.3442 0.11 0.35 -1.15
C 0.5079 0.2445 0.7021 1.23 0.08 3.17
C -0.8727 -0.2647 1.0401 -1.06 -0.80 0.36
C -1.9442 0.6226 0.9558 -0.34 0.10 0.67
C -3.2697 0.2636 1.2048 -0.19 -0.39 -0.11
C -3.5585 -1.0709 1.5397 0.00 -0.33 -0.09
N -4.8517 -1.5457 1.6392 -1.02 0.37 0.26
C -5.1714 -2.7891 2.3212 -0.05 -0.02 -0.30
C -6.7053 -2.9256 2.2951 -0.05 0.26 0.28
C -7.2285 -1.8097 1.3483 0.08 -0.15 -0.08
C -6.0518 -0.8597 1.0982 1.15 0.01 0.10
C -2.4824 -1.9779 1.7597 -0.47 0.26 -0.07
C -1.1799 -1.6013 1.5152 1.08 1.42 -0.37
H 0.5573 -1.3119 -1.5962 0.12 -0.30 0.61
H 1.8473 -3.4795 -1.9336 0.10 0.87 0.74
H 5.5669 -3.9291 0.8506 0.00 0.08 -0.07
H 4.4499 -5.1789 1.3926 -0.03 0.19 -0.08
H 6.8159 -5.6060 -0.1361 -0.47 -0.21 -0.01
H 5.5241 -6.8155 0.1559 0.17 0.57 -0.14
H 6.0936 -5.2700 -2.3467 -0.22 -0.30 0.24
H 5.0720 -6.7193 -2.1540 0.19 0.35 0.18
H 3.1670 -5.3674 -2.0732 0.04 -0.11 0.06
H 4.1890 -4.0196 -2.5266 -0.02 -0.11 0.27
H 4.1132 -2.6544 1.7207 -0.77 0.40 -0.75
H 2.8311 -0.5336 2.0552 -0.48 -0.79 -0.76
H 0.4947 1.2423 0.1746 -0.29 -0.43 -1.35
H 0.9045 0.8616 1.5846 -0.29 -1.71 -0.40
H -1.7519 1.6723 0.7410 -0.19 -0.74 -0.14
H -4.0957 0.9919 1.1007 0.69 -0.44 0.04
H -4.7944 -2.8108 3.3500 0.07 0.14 -0.05
H -4.6922 -3.6153 1.7967 -0.04 -0.29 -0.05
H -7.0984 -2.7652 3.3184 0.12 -0.20 -0.57
H -6.9962 -3.9334 1.9538 0.00 0.48 0.23
H -7.5505 -2.2423 0.3874 -0.04 0.19 0.42
H -8.0628 -1.2530 1.8016 0.17 -0.36 -0.29
H -5.8860 -0.6773 0.0278 -0.11 0.00 0.10
H -6.1959 0.1310 1.5528 -0.03 -0.22 0.13
H -2.7151 -2.9978 2.0820 0.28 0.47 -0.09
H -0.3666 -2.3068 1.7550 -0.41 0.40 -0.43
```
Positions in Å, forces in eV/Å.

Results
- Maximum force: 3.40 eV/A
- Highest occupied orbital energy: -6.93 eV
- Relative energy (zero: lowest compared OMol25 entry of this formula, charge and spin): 245.3 kJ/mol
- Multiplicity: 1